(1)
58
Properties=species:S:1:pos:R:3:nbo_charge:R:1 method="wB97M-V/def2-TZVPD" total_charge=-2 max_force_ev_per_a=6.875
H -21.307 -20.752 -30.018 0.192
C -17.865 -23.397 -28.965 -0.245
H -21.772 -20.562 -27.368 0.376
C -26.103 -18.926 -24.904 -0.075
H -21.480 -24.274 -25.581 0.176
Na -23.872 -22.168 -25.325 0.889
O -27.805 -24.557 -27.655 -0.567
C -21.241 -22.309 -28.455 -0.074
H -27.451 -20.328 -23.790 0.212
H -26.282 -21.594 -26.085 0.400
H -24.227 -19.567 -25.111 0.540
N -21.961 -21.554 -27.391 -0.907
H -23.483 -25.822 -25.908 0.190
P -22.033 -20.664 -23.820 2.511
C -21.886 -24.878 -24.769 -0.062
H -28.897 -26.230 -27.261 0.178
H -25.176 -22.175 -29.695 0.190
H -21.551 -23.352 -28.508 0.173
O -19.233 -23.209 -29.142 -0.547
H -27.244 -21.916 -28.167 0.168
H -19.498 -22.627 -27.249 0.184
H -23.006 -26.787 -24.486 0.193
O -20.871 -20.020 -22.942 -1.302
H -25.014 -21.053 -28.350 0.242
H -28.146 -19.026 -24.478 0.183
O -23.058 -21.315 -22.883 -1.326
N -26.202 -22.534 -26.446 -0.884
H -25.666 -18.567 -23.973 0.201
H -21.562 -21.766 -26.488 0.439
H -19.228 -21.383 -28.447 0.146
H -17.531 -23.052 -27.987 0.179
C -27.969 -25.944 -27.756 -0.253
H -28.005 -26.366 -28.760 0.160
H -17.244 -22.839 -29.666 0.149
C -27.323 -19.712 -24.679 -0.617
C -21.625 -21.772 -29.799 -0.604
H -26.281 -18.164 -25.663 0.137
H -17.518 -24.422 -29.098 0.169
C -19.749 -22.323 -28.266 -0.063
H -21.044 -25.212 -24.162 0.143
H -21.308 -22.421 -30.616 0.193
O -22.761 -24.076 -23.997 -0.772
H -22.712 -21.803 -29.864 0.207
C -26.620 -24.018 -28.315 -0.065
O -21.531 -21.807 -24.686 -1.335
H -24.328 -22.742 -28.217 0.229
H -26.841 -23.164 -25.981 0.373
H -27.231 -26.325 -27.050 0.178
H -25.775 -24.565 -27.895 0.176
O -22.684 -19.549 -24.609 -1.301
H -27.444 -20.352 -25.553 0.183
H -22.400 -23.196 -24.128 0.532
H -26.722 -24.208 -29.383 0.165
C -25.122 -22.106 -28.609 -0.621
H -22.162 -26.758 -26.023 0.183
C -22.649 -26.129 -25.278 -0.629
C -26.401 -22.555 -27.907 -0.066
O -25.107 -19.808 -25.407 -0.821


(2)
66
Properties=species:S:1:pos:R:3:nbo_charge:R:1 method="wB97M-V/def2-TZVPD" relative_energy_kj_mol=1448.2 total_charge=+2 max_force_ev_per_a=4.573
S -2.911 -6.274 -3.495 1.234
F 0.729 0.847 -0.318 -0.609
C 5.622 1.093 -1.590 -0.854
C -4.089 -7.042 -4.691 -0.815
H 3.038 4.025 5.140 0.239
H 7.127 3.514 -3.086 0.254
H -4.983 -1.224 1.731 0.234
O 3.963 3.102 -1.614 -1.060
Y 0.733 4.315 -0.549 2.365
H -2.636 3.350 5.480 0.258
H 6.100 1.385 -0.655 0.233
H -1.087 3.846 4.727 0.231
H -2.382 -3.548 3.422 0.225
H -4.409 -6.277 -5.399 0.231
S 4.250 3.350 2.948 1.235
F -0.183 -1.258 0.046 -0.560
O 0.007 2.466 -3.583 -1.026
S -4.655 -2.792 3.598 1.214
H -2.002 0.568 -3.390 0.267
S -2.119 2.376 3.136 1.134
H -1.277 -0.007 3.394 0.275
B 0.944 -0.552 -0.201 1.317
S 4.998 2.500 -2.500 1.260
O -5.847 -3.762 3.758 -0.895
C -3.579 -4.535 -3.454 -0.782
H 1.353 1.542 -6.068 0.259
S -0.770 2.082 -4.850 1.208
C 6.357 3.682 -2.333 -0.801
H -1.848 -0.088 -4.953 0.253
O 2.960 3.472 2.145 -1.042
H -5.177 -2.903 1.263 0.261
H 6.272 0.461 -2.196 0.262
C -4.597 -2.230 1.895 -0.874
H -2.860 -3.920 -2.913 0.246
C -3.357 -4.034 3.443 -0.791
H -3.666 -4.596 2.561 0.247
H -4.967 -7.277 -4.089 0.253
F 1.636 -1.153 -1.240 -0.562
C -2.149 3.670 4.558 -0.777
H -3.653 -2.255 1.351 0.252
H 3.329 1.614 4.262 0.247
O -3.232 -6.770 -2.101 -0.882
H -2.738 4.580 4.443 0.258
H 4.650 1.009 3.211 0.262
C 0.498 1.033 -5.622 -0.834
H -1.999 0.641 4.841 0.248
H 4.966 1.826 4.724 0.267
H -3.718 -7.898 -5.254 0.258
H 4.853 0.397 -1.255 0.289
C -2.074 0.847 -4.441 -0.824
H -3.635 -4.276 -4.511 0.216
H 4.752 4.392 5.047 0.236
H 0.881 0.414 -4.811 0.259
H 3.718 5.429 4.188 0.236
F 1.658 -0.700 0.893 -0.558
H -4.597 -4.562 -3.066 0.242
H 0.276 0.349 -6.441 0.260
O -1.055 2.913 2.070 -1.031
H -3.064 1.110 -4.814 0.258
H -3.448 -4.696 4.304 0.258
H 6.008 4.711 -2.419 0.252
C 4.316 1.826 3.849 -0.850
H 6.659 3.399 -1.325 0.234
H -0.363 1.216 4.326 0.239
C 3.824 4.383 4.476 -0.784
C -1.352 0.895 4.001 -0.759


(3)
57
Properties=species:S:1:pos:R:3:nbo_charge:R:1 method="wB97M-V/def2-TZVPD" max_force_ev_per_a=4.687
C -3.619 1.601 -0.450 -0.257
H 2.277 -1.950 2.887 0.171
C -3.106 2.823 0.342 -0.071
H 1.797 -1.412 0.104 0.194
H 2.045 2.119 -1.758 -0.063
C -3.554 -0.764 -0.627 -0.255
C -2.842 -2.108 -0.314 -0.068
H -1.420 -4.169 -0.654 0.170
Rb -0.236 0.553 -0.483 0.927
H 0.091 -3.347 -0.808 0.201
H -3.593 3.876 3.374 0.199
H -3.384 1.838 -1.488 0.210
H -0.726 -3.414 0.819 0.176
H -0.053 -0.094 -3.524 0.179
H 4.513 0.533 -1.277 0.360
H -2.022 2.896 0.260 0.170
N -2.985 0.377 0.165 -0.654
O 1.623 -0.745 -2.486 -0.591
C -0.851 -3.327 -0.261 -0.251
C 1.339 -1.527 3.247 -0.078
H 2.533 3.705 -1.156 -0.006
H -4.709 1.612 -0.442 0.188
O 0.914 -2.113 4.484 -0.712
H 0.580 -1.741 2.495 0.166
H 2.300 -2.902 -0.419 0.192
C 0.960 -0.450 -3.709 -0.232
H 2.467 0.207 3.647 0.163
H 3.564 -0.623 -3.174 0.181
C 3.571 -1.302 -1.169 -0.084
N 3.862 0.016 -0.703 -0.839
H -3.486 3.788 0.007 0.180
H 1.707 -2.350 4.971 0.470
C 2.723 -1.957 -0.081 -0.591
H -3.096 4.830 1.885 0.167
H 1.905 1.328 1.874 0.502
H -4.626 -0.916 -0.496 0.193
H 1.571 0.214 -4.322 0.192
O 1.356 0.543 1.937 -0.754
H 0.994 2.895 -0.610 -0.083
H 0.773 0.465 3.976 0.173
H -3.195 -2.782 -1.094 0.173
H -3.040 -2.540 0.667 0.174
H -3.317 0.366 1.119 0.384
H 2.987 -2.278 -2.974 0.164
O -1.449 -2.103 -0.568 -0.568
O -3.480 2.813 1.733 -0.563
C 1.465 0.014 3.265 -0.087
H -3.556 -0.678 -1.713 0.206
H 3.243 -2.099 0.867 0.215
H 3.030 0.568 -0.856 0.380
B 1.693 3.078 -1.411 -0.819
C 2.971 -1.280 -2.537 -0.063
H 4.500 -1.869 -1.211 0.191
H -1.946 3.693 2.561 0.172
C -3.010 3.904 2.454 -0.243
H 0.844 -1.411 -4.212 0.162
H 1.105 3.599 -2.151 -0.011


(4)
63
Properties=species:S:1:pos:R:3:nbo_charge:R:1 method="wB97M-V/def2-TZVPD" total_charge=-1 max_force_ev_per_a=7.843
Cl -17.430 -12.510 -3.397 2.558
H -15.136 -11.737 0.280 0.392
O -16.116 -9.074 -7.432 -0.708
H -20.270 -8.660 -0.670 0.156
C -20.165 -9.025 -1.692 -0.070
H -19.488 -12.747 -8.077 0.210
C -19.437 -16.214 -1.845 -0.619
N -14.351 -9.973 -2.069 -0.795
H -17.367 -8.625 -5.596 0.398
H -20.980 -13.442 1.968 0.199
N -15.163 -11.336 -0.647 -0.844
H -15.647 -11.819 -1.390 0.408
O -18.144 -12.670 -4.651 -0.872
C -18.085 -15.256 -7.933 -0.655
C -21.042 -8.331 -2.702 -0.618
H -21.877 -15.638 -4.212 0.201
H -20.576 -13.986 -8.784 0.200
H -19.502 -17.294 -1.978 0.197
C -20.721 -15.532 -2.290 0.076
C -20.140 -13.594 -7.865 -0.619
C -16.469 -9.932 -6.674 0.734
H -13.681 -9.307 -2.427 0.398
H -18.470 -12.516 0.500 0.161
H -19.067 -14.559 -6.163 0.191
H -17.802 -10.307 -5.233 0.405
H -19.138 -9.098 -2.048 0.177
H -19.058 -10.589 1.250 0.464
H -16.519 -11.652 -5.794 0.405
H -17.287 -14.514 -7.904 0.222
H -20.967 -8.697 -3.726 0.213
C -14.250 -10.408 -0.905 0.743
H -20.929 -13.295 -7.175 0.220
H -18.501 -15.836 -2.258 0.232
O -19.784 -11.184 1.049 -0.712
N -16.044 -11.140 -6.524 -0.822
O -17.291 -11.126 -3.070 -0.905
H -18.301 -15.470 -8.979 0.195
H -19.697 -14.476 1.296 0.213
O -13.442 -9.984 -0.091 -0.719
H -19.863 -16.654 -7.567 0.465
H -14.920 -10.501 -2.716 0.406
C -19.327 -14.794 -7.195 0.095
O -20.240 -15.872 -7.157 -0.738
H -15.514 -11.606 -7.246 0.392
O -18.231 -13.082 -2.379 -0.883
H -20.736 -13.458 0.203 0.217
C -20.243 -13.541 1.171 -0.623
C -20.873 -15.735 -3.800 -0.659
O -21.777 -16.243 -1.678 -0.731
O -16.109 -13.089 -3.368 -0.864
H -20.312 -14.948 -4.304 0.221
H -19.427 -16.227 -0.755 0.203
C -19.252 -12.415 1.253 -0.053
H -17.511 -16.130 -7.624 0.214
H -20.565 -14.517 -1.925 0.187
N -17.316 -9.616 -5.786 -0.823
H -20.728 -7.288 -2.661 0.190
H -18.774 -12.391 2.233 0.132
H -20.430 -16.529 -4.401 0.225
H -22.610 -15.803 -1.864 0.464
O -20.674 -10.324 -1.614 -0.733
H -22.093 -8.324 -2.413 0.204
H -19.926 -10.911 -1.482 0.482


(5)
65
Properties=species:S:1:pos:R:3:nbo_charge:R:1 method="wB97M-V/def2-TZVPD" relative_energy_kj_mol=212.8 total_charge=-1 max_force_ev_per_a=3.128
H 0.245 3.418 -4.537 0.227
C -2.321 -6.709 3.686 -0.809
H -1.477 -4.128 -4.356 0.241
H -3.675 1.837 -0.491 0.230
H 1.141 1.458 -6.074 0.236
O 4.200 4.016 0.424 -0.950
O -1.830 -2.119 0.664 -0.887
Cl -0.440 -1.954 0.787 2.588
H -5.294 -6.412 4.417 0.223
H -2.513 0.137 -6.038 0.231
H 7.885 3.237 -0.127 0.235
O -0.015 -0.946 -0.097 -0.907
H 4.812 1.676 -1.089 0.228
H -5.586 2.757 -2.408 0.230
H 3.727 0.185 5.097 0.228
H 5.206 0.640 7.750 0.230
H 1.324 0.610 -4.470 0.233
S 5.467 3.198 0.717 1.173
H -3.622 -0.521 -4.829 0.224
C -2.600 -0.565 -5.208 -0.798
H -2.631 -6.642 4.728 0.216
C -5.165 -6.302 3.340 -0.807
O 2.193 2.637 7.344 -0.952
S -2.178 -2.306 -5.901 1.172
H 5.832 0.839 -0.073 0.220
H 5.377 2.068 6.865 0.223
H 4.059 1.952 4.744 0.222
S 2.963 1.371 6.946 1.187
H 6.736 3.630 -1.399 0.228
C -6.137 3.241 -1.602 -0.827
H 0.843 2.650 -3.069 0.234
O 0.304 -3.139 0.373 -0.903
H -0.606 -2.671 -4.081 0.246
H -3.654 2.276 1.150 0.256
O -5.812 4.424 0.869 -0.969
S -5.017 3.870 -0.306 1.189
H -2.081 -5.686 3.398 0.247
H -1.424 -7.324 3.768 0.245
C -4.323 2.234 0.290 -0.811
H 6.965 4.770 -0.149 0.239
H 4.122 1.152 0.471 0.258
H 2.612 0.558 -5.709 0.234
C 1.084 3.380 -3.841 -0.810
C -1.604 -3.046 -4.309 -0.804
C 3.358 1.210 5.128 -0.801
C 4.675 1.566 7.531 -0.843
H -5.098 1.533 0.600 0.227
O -0.112 -1.637 2.153 -0.887
H -6.745 2.432 -1.197 0.235
C 1.816 1.161 -5.271 -0.799
C 5.007 1.550 -0.024 -0.800
H 4.657 2.083 8.490 0.246
H -6.545 4.159 -2.026 0.239
H -1.865 -0.320 -4.442 0.228
H -2.265 -2.642 -3.543 0.234
S 2.567 2.754 -4.669 1.189
O 2.690 3.632 -5.928 -0.985
H 2.466 1.246 4.503 0.258
O -3.984 -8.810 2.954 -0.966
C 6.916 3.696 -0.326 -0.832
H -5.229 -5.278 2.972 0.240
O -0.917 -2.265 -6.734 -0.975
H -6.034 -6.871 3.012 0.233
S -3.740 -7.333 2.624 1.178
H 1.291 4.385 -3.474 0.244


(6)
84
Properties=species:S:1:pos:R:3:lowdin_charge:R:1 method="wB97M-V/def2-TZVPD" relative_energy_kj_mol=5088.4 max_force_ev_per_a=14.104
O 0.887 3.466 -3.205 0.079
O -0.535 2.221 3.327 0.109
C 0.222 -3.114 -0.477 -0.094
N 0.203 1.279 3.518 -0.318
O -1.266 -2.640 -2.463 -0.027
C 0.663 -1.333 -2.353 0.013
C -3.160 0.579 3.030 0.107
H 2.980 2.159 2.998 0.117
N 0.132 2.557 -3.541 -0.347
C 3.253 -1.649 -1.469 0.095
H -1.195 1.407 0.746 0.002
O -3.841 -2.243 0.854 0.126
C -0.694 2.239 0.252 -0.038
N -0.159 -0.269 -0.103 -0.103
C -0.295 0.006 4.062 0.080
C 0.410 0.296 1.143 0.000
H 1.310 -1.161 -3.214 0.143
H -0.802 0.631 -3.102 0.110
O -0.549 2.589 -4.568 0.076
H -0.307 1.760 -1.717 0.081
H -1.761 0.725 -1.443 -0.053
C -2.850 0.763 -1.437 0.084
H 0.935 -2.249 -1.828 0.051
H -1.402 -1.460 -1.163 0.094
O -1.457 3.471 2.169 -0.002
H -3.181 0.609 -0.409 0.090
N -0.662 -1.696 -2.943 -0.296
C 3.438 1.205 3.259 0.032
H -3.941 1.301 3.270 0.130
O -1.403 -4.854 -0.335 0.050
H 0.524 -0.478 -1.692 0.083
O -2.785 2.148 1.352 0.103
H -2.849 -2.390 -1.664 0.143
H 0.916 0.959 -2.680 0.087
H 0.049 -0.040 5.096 0.129
H 2.608 -1.959 -2.291 0.099
N 2.376 -1.282 -0.370 -0.360
H 3.082 0.708 4.162 0.116
O -2.676 -0.464 0.606 -0.088
H 4.525 1.241 3.329 0.105
N -3.303 -0.449 -2.146 -0.330
H -3.588 -0.346 2.645 0.110
H 3.878 -0.813 -1.784 0.114
N 3.211 0.279 2.088 -0.248
O -4.362 -1.002 -1.753 0.066
O 0.005 -1.479 -0.300 -0.181
N 2.129 1.862 -0.657 -0.136
O -0.827 4.512 0.417 0.089
H -0.534 -2.350 -0.662 -0.060
H -3.143 1.668 -1.969 0.148
H 0.578 1.346 0.907 0.035
O -0.971 -1.220 -4.039 0.083
O 2.158 -0.399 2.103 0.024
H -2.505 0.342 3.868 0.060
H 1.164 -2.975 -1.007 0.096
H 1.383 -0.163 1.321 -0.063
H -0.214 -0.027 1.977 0.099
O 1.441 1.738 -1.683 -0.046
O 4.021 0.331 1.174 -0.004
H 4.066 1.820 0.224 0.112
O 2.162 -2.063 0.528 0.117
H 3.815 -2.546 -1.208 0.136
N -0.475 -4.384 -0.997 -0.375
C -0.096 1.362 -2.709 -0.066
O -1.505 0.361 1.476 -0.196
H 0.478 -3.317 0.563 0.158
N -2.481 1.055 1.812 -0.291
C -2.180 -2.150 -0.838 -0.038
C 3.587 1.395 -0.659 0.076
H -1.381 -0.011 3.974 0.046
N -2.982 -1.595 0.314 -0.264
N -0.959 3.478 1.038 -0.300
O -2.637 -0.953 -3.009 0.027
H 0.223 -0.792 3.530 0.118
H -1.836 -3.130 -0.505 0.093
O 1.543 2.225 0.394 0.071
H -1.134 2.236 -0.745 0.123
O -0.144 -4.823 -2.100 0.056
O -0.722 0.524 -0.911 -0.191
H 0.382 2.080 0.171 -0.073
O 1.414 1.315 3.307 -0.081
H 4.038 1.926 -1.497 0.125
H 3.713 0.330 -0.855 0.053
O 1.842 -0.235 -0.505 -0.101


(7)
58
Properties=species:S:1:pos:R:3:nbo_charge:R:1 method="wB97M-V/def2-TZVPD" relative_energy_kj_mol=6.9 total_charge=+1 max_force_ev_per_a=0.329
S -4.344 -3.573 1.369 1.253
H 4.894 2.099 0.185 0.242
H -1.860 1.747 5.359 0.229
H 3.771 -0.302 0.537 0.201
O -3.731 1.744 2.332 -1.002
H -2.490 1.359 -0.830 0.245
H -0.853 0.631 -0.879 0.223
H 4.853 2.142 1.952 0.241
H -5.109 -5.645 2.201 0.243
H -4.106 -0.867 3.586 0.270
C -5.594 -4.820 1.684 -0.829
O 0.594 2.858 -1.784 -1.022
H 2.264 -0.242 2.623 0.250
H 1.559 1.448 1.162 0.227
H 2.021 0.789 -0.400 0.248
H 5.772 -0.332 1.392 0.423
C -2.034 2.054 4.328 -0.830
H -2.328 1.627 -3.395 0.236
H 3.937 -0.652 2.872 0.192
O -3.954 -3.016 2.695 -1.006
C 2.466 0.060 -4.955 -0.835
H -6.239 -2.122 1.327 0.234
H 1.718 -0.600 -7.624 0.232
C 4.808 1.490 1.080 -0.229
H 2.395 0.604 -4.014 0.240
H 1.928 -2.097 -6.656 0.232
H -1.244 1.929 0.290 0.242
H -0.687 0.910 -3.327 0.239
C -1.423 1.545 -0.712 -0.830
H -4.857 -1.479 0.401 0.244
C -1.260 1.838 -3.355 -0.837
H 6.575 0.624 0.309 0.438
N 6.056 0.630 1.188 -0.213
H -0.971 2.430 -4.221 0.240
C 3.565 0.609 1.112 -0.251
H -2.055 3.140 4.265 0.240
S -3.637 1.444 3.788 1.257
O 0.318 -1.380 -4.436 -0.991
C 2.383 1.351 0.459 -0.614
H 2.903 0.704 -5.718 0.232
C 1.250 -1.286 -6.919 -0.830
H -2.391 -0.528 3.290 0.224
H 2.644 2.336 0.077 0.236
S -0.896 2.793 -1.885 1.260
S 0.794 -0.387 -5.434 1.253
H -5.857 -2.778 -0.299 0.231
C -5.445 -2.368 0.622 -0.831
H -3.035 -0.543 4.966 0.227
C 3.272 0.159 2.549 -0.617
O 6.986 1.070 2.146 -0.488
H -6.002 -5.169 0.736 0.232
H -1.262 1.655 3.669 0.214
C -3.246 -0.297 3.925 -0.831
H -6.376 -4.395 2.312 0.234
H 3.057 -0.847 -4.826 0.226
H 3.393 0.981 3.257 0.215
H 6.774 0.615 2.972 0.496
H 0.336 -1.689 -7.348 0.247


| no. | gap between HOMO and LUMO (eV) | DFT total energy (eV) | LUMO energy (eV) |
| --- | --- | --- | --- |
| 1 | 2.54 | -46062.154 | 3.812 |
| 2 | 1.25 | -102890.370 | -10.600 |
| 3 | 7.91 | -27572.209 | -0.025 |
| 4 | 9.56 | -51980.439 | 2.629 |
| 5 | 8.12 | -111024.278 | 1.899 |
| 6 | 6.67 | -79963.379 | -2.304 |
| 7 | 7.00 | -68084.922 | -3.397 |